No. 1
Molecular formula: C19H26O3
Method: DFT, wB97M-V/def2-TZVPD

Geometry as ORCA input:
```
! wB97M-V def2-TZVPD RIJCOSX def2/J DEFGRID3
* xyz 0 1
C 3.0365 0.3973 -2.4748
C 1.6058 0.7561 -2.1944
O 1.5207 1.0344 -0.7855
C 0.2861 1.3738 -0.4059
C 0.1443 1.4244 1.0680
C -0.8954 2.4747 1.6354
O -2.0459 2.5272 1.2499
C -0.3141 3.3238 2.7641
C 1.1303 2.8561 2.9413
C 1.4824 2.1174 1.6557
O -0.6912 1.5081 -1.1553
H 3.1330 0.0247 -3.5003
H 3.6826 1.2813 -2.3914
H 3.4226 -0.3827 -1.8040
H 1.3045 1.6384 -2.7672
H 0.9350 -0.0743 -2.4389
H -0.3895 4.3901 2.4930
H -0.9465 3.1793 3.6551
H 1.7667 3.7141 3.1783
H 1.1843 2.1610 3.7731
H 2.3373 1.4243 1.7429
H 1.8310 2.9237 0.9513
C 0.2188 -0.5224 2.5960
C -0.4959 -0.0067 1.3780
C -0.8716 -1.0296 0.2357
C -2.1527 -1.0272 -0.4044
C -3.3107 -0.2028 0.0843
C -2.3254 -1.7150 -1.6060
C -1.3148 -2.4965 -2.1603
C -1.4716 -3.1372 -3.5005
C -0.1559 -2.6688 -1.4122
C 0.0569 -1.9984 -0.2011
C 1.3774 -2.2281 0.4883
H -0.1712 0.0284 3.4448
H 0.1172 -1.5858 2.8031
H 1.2587 -0.2648 2.4453
H -1.4880 0.4083 1.6026
H -4.1223 -0.2331 -0.6521
H -3.7186 -0.5661 1.0378
H -3.0068 0.8426 0.2106
H -3.2533 -1.5813 -2.1606
H -0.5590 -3.6766 -3.7705
H -2.3076 -3.8468 -3.5113
H -1.6699 -2.3965 -4.2851
H 0.6433 -3.2930 -1.8123
H 2.0006 -2.9027 -0.1127
H 1.9311 -1.2832 0.5910
H 1.2709 -2.6896 1.4813
*
```

Output
* structure (SMILES): CCOC(=O)[C@@]1([C@H](C)c2c(C)cc(C)cc2C)CCCC1=O
* gap between HOMO and LUMO: 9.12 eV
* E_tot: -965.2883 a.u.
* relative energy (zero: lowest compared OMol25 entry of this formula, charge and spin): 0.0 kcal per mole

---

No. 2
Molecular formula: C19H27AsO7PdS3
Method: DFT, wB97M-V/def2-TZVPD

Geometry as ORCA input:
```
! wB97M-V def2-TZVPD RIJCOSX def2/J DEFGRID3
* xyz -2 1
Pd 0.3528 -0.3375 0.8155
O -3.3496 -2.3729 2.3506
S -2.1270 -1.6589 1.9926
O -1.2651 -1.3640 3.1135
O -1.4424 -2.2808 0.8494
C -2.7380 -0.0783 1.2965
C -3.8642 -0.3384 0.4981
C -4.5233 0.6412 -0.2142
C -4.0549 1.9467 -0.1335
C -2.9589 2.2163 0.6578
C -2.2600 1.2347 1.3861
S -0.9907 2.0950 2.4229
O -1.8701 2.7298 3.3951
O -0.4076 3.0474 1.4783
O -0.0216 1.1586 2.9497
H -4.2160 -1.3599 0.4587
H -5.3865 0.3872 -0.8192
H -4.5397 2.7530 -0.6731
H -2.6020 3.2346 0.7358
C 3.8024 -3.1385 -0.0243
S 2.7312 -1.6399 0.0002
O 3.7314 -0.5390 0.0757
C 2.0926 -1.9383 1.6403
C 1.3187 -3.0650 1.9159
C 0.8936 -3.2867 3.2116
C 1.2117 -2.3808 4.2161
C 1.9460 -1.2441 3.9264
C 2.4036 -1.0166 2.6342
H 4.4309 -3.1544 0.8664
H 4.4158 -3.0560 -0.9223
H 3.1726 -4.0272 -0.0718
H 1.0062 -3.7238 1.1152
H 0.2538 -4.1334 3.4254
H 0.8254 -2.5323 5.2163
H 2.1321 -0.5049 4.6945
H 2.9635 -0.1307 2.3671
C 1.3308 3.4209 -1.1467
C 0.1627 2.5975 -1.6783
As 0.4245 0.6803 -1.3074
C 1.7428 0.1727 -2.7040
C 1.8598 1.0699 -3.9317
C -1.2247 -0.0123 -2.1406
C -1.4662 0.1796 -3.6322
H 1.2001 4.4864 -1.3621
H 2.2848 3.1074 -1.5823
H 1.3870 3.2954 -0.0654
H -0.0148 2.7627 -2.7447
H -0.7451 2.8530 -1.1290
H 1.4704 -0.8482 -2.9868
H 2.7025 0.1075 -2.1877
H 0.9119 1.1689 -4.4602
H 2.5962 0.6759 -4.6412
H 2.1811 2.0757 -3.6537
H -2.0234 0.4535 -1.5572
H -1.2430 -1.0691 -1.8664
H -1.4630 1.2369 -3.9101
H -2.4369 -0.2317 -3.9281
H -0.7045 -0.3248 -4.2319
*
```

Output
* gap between HOMO and LUMO: 5.27 eV
* E_tot: -4825.1109 a.u.
* relative energy (zero: lowest compared OMol25 entry of this formula, charge and spin): 0.0 kcal per mole

---

No. 3
Molecular formula: C19H27BBrF3N4O7PS
Method: DFT, wB97M-V/def2-TZVPD

Geometry as ORCA input:
```
! wB97M-V def2-TZVPD RIJCOSX def2/J DEFGRID3
* xyz 1 1
C 2.4406 -2.8994 -0.1678
C 2.4368 -1.9285 -1.3680
C 1.0384 -1.5064 -1.8555
Br 1.1229 -1.2911 -3.7934
C 0.3905 -0.2765 -1.1666
O -0.6169 -0.6382 -0.2729
B -0.3944 -1.6032 0.7190
O -1.1083 -2.7491 0.6125
O 0.4632 -1.3219 1.7599
S 1.6419 0.8311 -0.2902
C 1.7307 1.8336 -1.6887
N 2.8092 2.7250 -1.8416
C 2.6625 3.9776 -1.1560
O 3.3161 4.3798 -0.2689
F 1.6250 4.6040 -1.6903
C 4.1144 2.1213 -1.7118
O 4.7018 1.8662 -0.7293
F 4.5492 1.8659 -2.9385
N 0.7300 1.7656 -2.5218
P 0.4440 2.8052 -4.0488
O 0.3560 1.5571 -5.0674
O 1.9271 3.3118 -4.3630
C -0.3063 0.8493 -1.9810
C -1.5322 0.4866 -2.8320
C -2.8171 1.1421 -2.2980
C -3.4848 0.3304 -1.1992
F -4.8657 0.4906 -1.2544
H 1.4499 -3.2791 0.0672
H 3.0503 -3.7675 -0.4076
H 2.9069 -2.4485 0.7086
H 2.9115 -2.4417 -2.1994
H 3.0690 -1.0740 -1.1512
H 0.3617 -2.3460 -1.7163
H -1.0261 -3.2934 1.4057
H 1.1985 -1.9446 1.8289
H 0.4339 1.8789 -5.9800
H 2.5508 2.5933 -4.5558
H -0.7041 1.4468 -1.1512
H -1.4028 0.7675 -3.8703
H -1.6480 -0.5943 -2.7695
H -3.5269 1.2086 -3.1231
H -2.6270 2.1666 -1.9762
H -3.2388 -0.7287 -1.2829
H -3.1775 0.6671 -0.2057
N 2.3376 0.3695 3.7463
C 2.0980 0.3771 5.0942
C 3.2868 0.6141 5.7288
C 4.2842 0.7573 4.7263
C 3.6688 0.6034 3.5142
H 1.6462 0.2166 3.0367
H 1.1079 0.2151 5.4836
H 3.4281 0.6794 6.7940
H 5.3317 0.9532 4.8798
H 4.0625 0.6423 2.5120
N -5.2669 -0.8774 1.6782
C -5.3850 -2.2095 1.3834
C -5.6908 -2.8704 2.5419
C -5.7644 -1.8979 3.5770
C -5.4998 -0.6799 3.0126
H -5.0499 -0.1634 1.0087
H -5.2474 -2.5701 0.3783
H -5.8523 -3.9307 2.6376
H -5.9913 -2.0736 4.6146
H -5.4599 0.3052 3.4443
*
```

Output
* gap between HOMO and LUMO: 5.22 eV
* E_tot: -5123.8282 a.u.
* relative energy (zero: lowest compared OMol25 entry of this formula, charge and spin): 0.0 kcal per mole

---

No. 4
Molecular formula: C19H27BaFNP
Method: DFT, wB97M-V/def2-TZVPD

Geometry as ORCA input:
```
! wB97M-V def2-TZVPD RIJCOSX def2/J DEFGRID3
* xyz 0 1
C -3.6144 -0.0745 1.4803
C -3.0587 -1.1459 0.7879
C -1.8521 -1.0033 0.0535
C -1.1998 0.2199 0.0364
C -1.7885 1.3036 0.6811
C -2.9841 1.1681 1.4296
C -1.4091 -2.2313 -0.6962
C 0.0126 -2.3064 -1.2554
N 0.3582 -1.2444 -2.2794
Ba 1.8148 0.0589 -1.0587
C -1.1871 2.6924 0.6185
P 0.3805 2.6521 -0.3293
H -3.5602 -2.1197 0.8059
H -3.3880 2.0393 1.9587
H -4.5329 -0.1870 2.0526
H -0.9662 3.0700 1.6318
H -1.8590 3.4073 0.1128
H -1.4916 -3.0921 -0.0108
H -2.1207 -2.4467 -1.5130
H 0.7640 -2.2844 -0.4316
C 1.0965 4.2905 0.0081
C -0.3452 2.8824 -1.9969
H 0.1348 -3.2832 -1.7479
C -0.7849 -0.8348 -3.1322
C 1.4760 -1.8072 -3.1129
H 4.5793 1.0232 -0.3453
H -0.4005 -0.5965 -4.1306
H -1.5174 -1.6564 -3.2081
H -1.2814 0.0485 -2.7044
H 1.0913 -2.5754 -3.8123
H 2.0058 -1.0381 -3.7112
H 2.2082 -2.3136 -2.4453
H -0.8486 3.8606 -1.9764
H 0.4376 2.8807 -2.7721
H -1.0832 2.1021 -2.2358
H 0.4027 5.1056 -0.2372
H 1.3714 4.3488 1.0712
H 2.0178 4.4043 -0.5841
H 4.5366 1.0270 -1.2272
F 1.2551 -2.1558 5.5079
C 1.3795 -1.7916 4.1846
C 1.0379 -0.4965 3.8164
C 1.2109 -0.1169 2.4560
C 1.6937 -1.0502 1.5768
C 2.0245 -2.3313 1.9199
C 1.8560 -2.7283 3.2768
H 0.6539 0.2136 4.5470
H 0.9524 0.8982 2.1498
H 2.4177 -3.0463 1.1948
H 2.1042 -3.7396 3.5960
*
```

Output
* gap between HOMO and LUMO: 5.64 eV
* E_tot: -1261.4524 a.u.

---

The calculation returns the following max |F| values, one per record and in order: 3.44; 0.69; 1.06; 3.93 eV Å⁻¹.